{
  "formula": "C31H30Cl5N4O3PmSSe",
  "method": "ωB97M-V/def2-TZVPD",
  "symbols": ["Pm", "C", "O", "C", "C", "O", "C", "C", "O", "C", "H", "H", "H", "H", "H", "H", "H", "H", "H", "H", "H", "H", "H", "H", "S", "C", "N", "N", "C", "C", "C", "C", "C", "C", "N", "N", "C", "C", "C", "C", "C", "C", "H", "H", "H", "H", "H", "H", "H", "H", "H", "H", "H", "Cl", "C", "C", "C", "Cl", "C", "Cl", "C", "Cl", "C", "Cl", "Se", "C", "C", "C", "C", "C", "C", "H", "H", "H", "H", "H"],
  "positions_angstrom": [[8.633, -19.049, 2.193], [9.508, -21.333, 4.866], [10.050, -20.277, 4.092], [11.096, -19.640, 4.835], [11.870, -18.778, 3.814], [10.988, -18.102, 2.919], [11.522, -16.764, 2.712], [10.678, -16.042, 1.719], [9.303, -16.266, 2.073], [8.661, -15.088, 2.479], [10.334, -22.112, 4.933], [8.694, -21.743, 4.345], [9.313, -21.030, 5.865], [11.822, -20.396, 5.254], [10.603, -19.041, 5.613], [12.578, -19.424, 3.240], [12.450, -18.003, 4.300], [12.511, -16.869, 2.317], [11.561, -16.271, 3.670], [10.843, -16.329, 0.700], [10.902, -15.001, 1.682], [8.300, -14.475, 1.656], [9.318, -14.538, 3.173], [7.761, -15.436, 3.002], [7.866, -18.995, -0.447], [9.128, -18.042, -1.080], [8.983, -17.081, -1.960], [7.711, -16.860, -2.231], [7.329, -16.019, -3.302], [5.995, -16.058, -3.709], [5.521, -15.288, -4.787], [6.380, -14.443, -5.462], [7.644, -14.361, -5.008], [8.105, -15.079, -3.944], [10.448, -18.346, -0.784], [10.556, -19.211, 0.162], [11.856, -19.658, 0.516], [12.003, -20.928, 1.069], [13.299, -21.472, 1.261], [14.409, -20.645, 1.005], [14.226, -19.297, 0.662], [12.953, -18.825, 0.321], [6.993, -17.449, -1.837], [5.343, -16.745, -3.169], [4.477, -15.355, -5.166], [5.958, -13.898, -6.269], [8.304, -13.618, -5.485], [9.136, -14.969, -3.595], [11.106, -21.477, 1.429], [13.523, -22.515, 1.605], [15.428, -20.948, 1.166], [15.065, -18.643, 0.576], [12.827, -17.818, -0.005], [5.969, -16.311, 0.696], [5.594, -17.124, 2.160], [6.546, -17.849, 2.861], [6.093, -18.215, 4.135], [7.328, -19.034, 5.167], [4.813, -18.041, 4.680], [4.452, -18.692, 6.235], [3.881, -17.488, 3.831], [2.258, -17.202, 4.434], [4.267, -17.028, 2.598], [3.032, -16.328, 1.627], [7.106, -21.405, 2.286], [8.178, -22.408, 1.054], [7.880, -22.368, -0.302], [8.716, -23.002, -1.216], [9.756, -23.787, -0.821], [10.032, -23.933, 0.558], [9.344, -23.134, 1.466], [6.988, -21.811, -0.603], [8.586, -22.867, -2.293], [10.288, -24.254, -1.643], [10.887, -24.548, 0.934], [9.651, -23.058, 2.509]],
  "de_lowest_kcal_mol": 0.0,
  "spin_multiplicity": 5,
  "lumo_ev": [-0.9, -0.9],
  "mol_weight_g_mol": 939.90,
  "e_tot_ev": -200083.196,
  "homo_energy_ev": [-7.219, -7.218],
  "homo_lumo_gap_ev": [6.4, 6.4],
  "s_squared": 6.006,
  "total_charge": 0
}